DFT (the ωB97M-V functional and the def2-TZVPD basis) results for a molecular structure, C18H12BrCl5N3RuS6.

Each line ends with the Löwdin charge.
Atoms and positions in Å:
1 Cl 8.84835 14.89665 4.76060  0.739
2 S 13.14125 12.55155 11.46900  0.937
3 H 6.02755 11.69235 11.43020  0.018
4 S 11.23855 12.31855 9.26550  0.707
5 Cl 9.15805 17.84145 9.28780  0.718
6 H 6.16325 14.92925 14.10120  0.128
7 C 9.08355 15.13765 9.25090  -0.702
8 H 10.67975 10.01215 8.42410  0.045
9 Ru 8.63405 11.95585 9.18450  0.814
10 C 7.80705 8.85535 9.41190  -0.703
11 C 8.87025 13.88165 7.25560  -0.735
12 C 5.75925 13.13785 12.97120  -0.161
13 S 11.20135 11.95495 13.56120  0.933
14 H 4.69065 13.15525 13.21390  0.134
15 H 5.99535 15.40165 9.91230  0.143
16 C 9.91635 9.28065 8.67310  -0.144
17 C 7.97685 7.48435 9.30280  -0.084
18 H 4.74635 15.65645 12.21170  0.132
19 C 8.93155 13.90125 8.64490  -0.512
20 H 6.25015 12.42645 13.63660  0.124
21 Cl 9.27055 15.20585 10.95970  0.748
22 C 5.80545 15.44715 12.03660  -0.154
23 H 7.16855 6.81895 9.56210  0.111
24 C 6.05545 13.50895 10.58380  -0.782
25 S 8.89855 11.80445 11.74340  0.592
26 C 9.02665 16.25675 7.10990  -0.692
27 Br 6.15365 9.49305 10.06620  0.838
28 H 7.44885 14.44955 12.97320  0.076
29 Cl 8.69485 12.29235 6.59030  0.714
30 C 9.09665 16.31655 8.50330  -0.698
31 C 12.86895 12.27315 13.16410  -1.464
32 N 5.95645 14.81985 10.73660  0.038
33 C 6.37055 14.52635 13.11200  -0.154
34 S 6.23215 12.85265 9.00210  0.658
35 C 11.49775 12.28035 10.93780  -1.102
36 H 11.16335 7.59565 8.23630  0.120
37 C 10.19185 7.93085 8.56090  -0.021
38 N 5.94615 12.68465 11.61060  -0.016
39 H 6.34475 16.39415 12.02570  0.126
40 N 8.73915 9.75575 9.10420  -0.122
41 C 9.20105 7.00825 8.87200  -0.018
42 C 8.92675 15.01615 6.46430  -0.697
43 H 9.37675 5.94715 8.78530  0.125
44 C 10.56645 12.03225 11.93520  -1.130
45 Cl 9.04755 17.70365 6.19440  0.727
46 S 14.07195 12.30075 14.28180  0.647

The total charge is +1. The HOMO energy (alpha / beta) is -10.36 / -11.10 eV. As for the expectation value of S²: 6.05. Its spin multiplicity is 5.